Below is a structure of composition C41H47F6I2N2O4Sr in a non-equilibrium geometry, with properties calculated with ωB97M-V with the def2-TZVPD basis set.

```
103
Properties=species:S:1:pos:R:3:forces:R:3
Sr -1.929883 0.641047 0.749030 0.27 1.69 -0.09
C 4.850881 0.997806 -1.943618 -0.15 0.08 -0.19
C 3.918277 1.445879 -3.076538 0.11 -0.03 0.02
C 4.223719 2.918664 -3.385040 -0.01 -0.18 0.05
C 4.202645 0.588909 -4.315851 -0.02 0.09 0.12
C 2.451735 1.307477 -2.691197 0.27 -0.58 0.68
C 2.054460 0.669594 -1.552314 0.49 0.21 -0.45
C 0.706532 0.703325 -1.129898 -0.16 -0.05 -0.26
N 0.298954 0.262071 0.048311 1.31 -0.04 -0.40
C 0.899940 -0.632031 0.806276 0.26 0.04 0.23
C 1.745333 -1.666063 0.341765 0.37 -0.46 0.20
C 2.352956 -2.526016 1.213703 -0.03 0.28 -0.66
C 2.239773 -2.233774 2.598072 -0.37 0.33 0.22
C 1.430801 -1.262988 3.121961 0.11 -0.22 0.20
C 0.545842 -0.533667 2.224143 0.19 -0.34 -0.20
O -0.425883 0.147567 2.576280 0.35 0.00 0.73
C 1.469421 -1.007021 4.626150 0.02 0.00 0.17
C 0.563238 0.139790 5.079030 -0.01 -0.07 0.03
C 1.053447 -2.266902 5.397548 0.06 0.17 -0.12
C 2.915122 -0.633931 4.999873 -0.22 -0.07 -0.01
C 3.096932 -3.745902 0.685134 0.02 -0.10 -0.09
C 3.905005 -4.471493 1.763865 -0.14 0.15 -0.15
C 2.057621 -4.730149 0.126190 0.15 0.06 0.09
C 4.069167 -3.315312 -0.422352 -0.13 -0.08 0.15
C -0.307665 1.430244 -1.886772 0.25 -0.10 0.08
O -1.473545 1.514675 -1.443719 0.20 0.27 -0.73
C 0.126288 1.985906 -3.155113 0.19 0.22 -0.46
C 1.445430 1.889197 -3.504796 -0.53 0.12 0.01
C -0.885548 2.733557 -4.013309 -0.11 0.07 -0.09
C -0.309730 3.162537 -5.369637 -0.09 -0.11 0.32
C -2.108177 1.842816 -4.273850 0.01 0.04 0.12
C -1.319206 3.995418 -3.252357 0.00 -0.16 0.01
H 5.883981 1.234422 -2.197730 0.06 -0.02 -0.07
H 4.607002 1.513250 -1.017191 0.02 0.03 0.12
H 4.785066 -0.075211 -1.776014 -0.03 -0.12 0.08
H 5.291391 3.060119 -3.546144 0.11 0.01 -0.05
H 3.702148 3.249433 -4.278044 -0.07 0.12 -0.11
H 3.911502 3.545312 -2.552696 0.00 0.12 0.08
H 5.250284 0.667105 -4.599917 0.16 0.02 -0.08
H 3.976459 -0.456815 -4.116975 -0.02 -0.10 0.03
H 3.595063 0.911395 -5.157361 -0.08 0.03 -0.15
H 2.768756 0.236529 -0.868608 0.07 0.02 -0.01
H 1.797108 -1.816823 -0.727139 0.01 -0.04 -0.09
H 2.813552 -2.839205 3.283663 0.07 -0.01 0.11
H -0.484105 -0.115204 4.948522 -0.05 0.09 0.00
H 0.744419 0.341109 6.134995 0.07 -0.03 0.13
H 0.757001 1.047333 4.515604 -0.02 0.12 0.00
H 0.025675 -2.530402 5.160205 -0.13 -0.06 -0.02
H 1.690266 -3.114446 5.157175 0.08 -0.14 -0.01
H 1.122781 -2.080025 6.467370 -0.01 -0.01 0.17
H 3.242124 0.226732 4.421375 0.06 0.12 -0.05
H 2.967480 -0.381101 6.056283 0.04 0.03 0.17
H 3.602372 -1.454168 4.810026 0.12 -0.10 -0.03
H 3.256987 -4.844677 2.552344 -0.03 -0.05 0.17
H 4.413298 -5.327029 1.322138 0.05 -0.07 -0.05
H 4.659550 -3.817680 2.196091 0.09 0.06 0.13
H 1.411764 -5.080874 0.931228 -0.09 -0.03 0.00
H 1.432024 -4.259357 -0.628188 -0.07 0.05 -0.08
H 2.549654 -5.592571 -0.319669 0.07 -0.16 -0.07
H 4.742977 -2.547425 -0.045862 0.09 0.08 -0.02
H 4.662754 -4.164023 -0.755811 0.07 -0.13 -0.08
H 3.538083 -2.918438 -1.282479 -0.02 0.08 -0.13
H 1.766926 2.319680 -4.441352 -0.05 0.09 -0.09
H 0.081594 2.306590 -5.915238 0.07 -0.09 -0.13
H -1.096511 3.615370 -5.970330 -0.09 0.04 -0.02
H 0.479271 3.901428 -5.248263 0.16 0.08 -0.03
H -1.809892 0.932832 -4.791180 0.01 -0.12 -0.11
H -2.581905 1.568679 -3.335649 -0.04 -0.03 -0.05
H -2.833713 2.374221 -4.888619 -0.05 0.06 -0.11
H -0.462537 4.646297 -3.083638 0.07 0.09 0.02
H -2.062927 4.542429 -3.829415 -0.10 0.09 -0.07
H -1.748624 3.725150 -2.291345 -0.05 0.05 0.06
I -2.151400 5.375508 2.931134 -0.33 -0.03 -0.14
C -3.734804 4.417263 1.920466 0.88 0.04 0.32
C -4.954591 5.041263 1.776689 -0.57 0.08 -0.18
C -5.969998 4.398075 1.109902 -0.53 0.70 0.13
I -7.814876 5.430117 0.912515 0.31 -0.19 0.03
C -5.799206 3.110756 0.579299 0.32 -0.23 0.02
C -6.781806 2.375482 -0.112678 0.04 -0.20 -0.08
C -6.493070 1.117450 -0.566913 0.01 0.15 0.06
C -5.210096 0.588403 -0.346307 -0.18 0.08 -0.05
N -4.275461 1.251297 0.286768 -0.92 -0.34 -0.46
C -4.530819 2.479915 0.748407 -0.56 0.70 0.09
C -3.433761 3.137744 1.427223 -0.35 1.05 0.34
O -2.303605 2.604245 1.562772 -0.33 2.10 1.11
H -5.109515 6.030810 2.184219 0.01 -0.01 0.00
H -7.754747 2.819584 -0.278193 -0.01 -0.04 0.02
H -7.234744 0.530686 -1.086119 -0.05 -0.05 -0.07
H -4.950442 -0.397630 -0.696607 0.05 -0.21 -0.04
C -1.420693 -3.305151 1.838384 -0.26 0.18 -0.21
C -2.529929 -2.566747 1.055307 -0.45 -1.49 0.11
O -2.219387 -1.358018 0.634812 -0.60 -3.50 -0.15
C -2.878941 -3.432973 -0.185170 0.01 -0.32 -0.10
F -3.895450 -2.933647 -0.900263 -0.20 0.20 -0.10
F -3.206030 -4.718957 0.078549 -0.05 -0.11 0.20
F -1.825158 -3.497401 -1.013488 0.29 0.12 -0.08
C -3.783872 -2.518656 1.973697 -0.25 -0.25 0.16
F -3.528988 -1.846059 3.106085 0.28 0.26 0.11
F -4.839756 -1.914925 1.411463 -0.04 0.16 -0.21
F -4.223384 -3.737307 2.364921 0.09 -0.18 -0.02
H -0.529171 -3.331930 1.217900 0.09 -0.04 -0.07
H -1.732819 -4.315099 2.097750 0.10 -0.05 0.08
H -1.196461 -2.735265 2.734340 0.02 0.04 0.14
```
Positions in Å, forces in eV/Å.

Results
Orbital gap ... 5.41 eV
Lowest unoccupied orbital energy ... 0.7219 eV
Net charge ... -1
ΔE to the lowest compared entry with this formula, charge and spin ... 1.537 eV
Highest occupied orbital energy ... -0.1724 Ha